# 1
The following is a DFT calculation (ωB97M-V with the def2-TZVPD basis set) of a structure of composition C23H44NOP3Pd at a distorted geometry.

Geometry as ORCA input:
```
! RIJCOSX wB97M-V def2-TZVPD def2/J DEFGRID3
* xyz 4 5
Pd -0.103 0.116 -0.457
P -0.598 2.337 0.124
P -0.970 0.508 -2.677
P 0.299 -1.031 1.622
H 1.253 -1.270 -2.413
C 0.987 -1.647 -1.422
C -0.294 -2.168 -1.179
H -1.047 -2.189 -1.970
C 0.901 3.226 -0.472
C -1.948 3.387 -0.542
C -0.743 2.639 1.914
C -0.919 -0.777 -3.992
C -2.748 0.946 -2.776
C -0.076 1.871 -3.509
C 0.896 -2.768 1.701
C -1.062 -0.958 2.830
C 1.667 -0.235 2.504
H 1.816 -1.844 -0.740
H -0.502 -2.766 -0.292
H 1.059 4.125 0.137
H 0.766 3.523 -1.511
H 1.763 2.548 -0.390
H -1.917 4.395 -0.107
H -2.920 2.957 -0.276
H -1.880 3.505 -1.629
H -0.725 3.713 2.128
H 0.070 2.172 2.479
H -1.704 2.248 2.271
H -0.885 -0.263 -4.964
H -1.827 -1.396 -3.941
H -0.044 -1.428 -3.899
H -2.948 1.363 -3.774
H -3.031 1.691 -2.026
H -3.351 0.038 -2.633
H -0.399 1.901 -4.559
H 1.001 1.661 -3.470
H -0.267 2.844 -3.044
H 1.596 -2.875 2.541
H 1.414 -3.054 0.781
H 0.052 -3.449 1.855
H -0.716 -1.326 3.803
H -1.891 -1.585 2.487
H -1.406 0.075 2.955
H 2.071 -0.879 3.289
H 1.361 0.723 2.924
H 2.453 -0.059 1.770
C 4.608 1.560 1.189
C 5.333 2.674 0.746
C 6.721 2.558 0.658
C 7.372 1.410 1.125
C 6.626 0.340 1.658
C 5.230 0.405 1.703
O 3.236 1.536 0.964
H 2.834 2.393 1.282
H 4.795 3.568 0.434
H 7.303 3.377 0.236
H 8.469 1.356 1.078
H 7.140 -0.546 2.043
H 4.623 -0.392 2.148
N -3.745 -0.712 0.563
C -4.050 -2.021 0.375
C -4.223 -2.512 -0.941
C -4.432 -3.877 -1.139
C -4.530 -4.751 -0.040
C -4.441 -4.254 1.270
C -4.216 -2.894 1.478
H -3.527 -0.099 -0.214
H -3.568 -0.353 1.487
H -4.168 -1.807 -1.777
H -4.523 -4.262 -2.159
H -4.713 -5.816 -0.211
H -4.545 -4.940 2.113
H -4.111 -2.486 2.484
*
```

Results
Total energy (hartree): -2183.12362
Orbital gap (spin up / spin down) (eV): 6.0798 / 5.8463
LUMO level (spin up / spin down) (eV): -11.368 / -14.557
Relative energy (zero: lowest compared OMol25 entry of this formula, charge and spin) (kcal per mole): 0.0
HOMO level (spin up / spin down) (eV): -17.45 / -20.40
Max |F| (eV/A): 2.43



# 2
The following is a DFT calculation (ωB97M-V with the def2-TZVPD basis set) of a cluster of 3 separate species, C23H44O3 in total at a distorted geometry.

Geometry as ORCA input:
```
! RIJCOSX wB97M-V def2-TZVPD def2/J DEFGRID3
* xyz 0 1
C 1.043 -4.447 0.903
O 0.063 -4.624 1.983
C -0.773 -5.818 1.804
C -2.369 -5.457 2.154
O -3.255 -5.647 0.958
C -4.605 -5.414 1.493
C -5.594 -4.524 0.539
O -4.994 -3.314 -0.040
C -4.178 -2.566 0.926
C -2.672 -2.081 0.384
C -1.580 -1.266 1.296
C -2.015 -0.911 2.846
C -3.518 -1.330 3.441
C -4.588 -2.154 2.457
H 2.169 -4.372 1.293
H 0.775 -3.411 0.373
H 1.045 -5.280 0.082
H -0.366 -6.642 2.557
H -0.789 -6.266 0.724
H -2.466 -4.347 2.578
H -2.719 -6.156 3.055
H -5.105 -6.491 1.607
H -4.597 -4.940 2.578
H -5.899 -5.218 -0.380
H -6.571 -4.283 1.137
H -2.367 -2.338 -0.741
H -0.531 -0.999 0.811
H -1.239 -0.361 3.530
H -3.819 -1.068 4.566
H -5.645 -2.461 2.898
C 2.045 4.541 3.235
C 2.654 3.919 1.988
C 1.619 3.272 1.065
C 0.842 2.098 1.671
C 1.700 0.935 2.176
C 2.505 0.260 1.076
H 1.560 3.790 3.865
H 2.824 5.023 3.834
H 1.304 5.302 2.969
H 3.419 3.191 2.277
H 3.175 4.705 1.427
H 2.124 2.941 0.150
H 0.897 4.037 0.749
H 0.142 1.721 0.914
H 0.220 2.461 2.498
H 1.036 0.188 2.628
H 2.372 1.271 2.972
H 1.848 -0.118 0.287
H 3.064 -0.588 1.487
H 3.228 0.946 0.626
C 3.232 5.004 -3.239
C 1.862 4.349 -3.157
C 1.920 2.820 -3.175
C 2.505 2.199 -4.449
C 1.795 2.581 -5.750
C 0.346 2.123 -5.801
H 3.737 4.769 -4.179
H 3.131 6.093 -3.180
H 3.870 4.679 -2.411
H 1.229 4.719 -3.970
H 1.380 4.667 -2.224
H 0.908 2.429 -3.011
H 2.515 2.477 -2.319
H 2.485 1.107 -4.341
H 3.564 2.472 -4.533
H 2.334 2.118 -6.586
H 1.846 3.663 -5.912
H 0.274 1.038 -5.679
H -0.097 2.385 -6.768
H -0.256 2.600 -5.022
*
```

Results
Total energy (hartree): -1128.03592
Orbital gap (eV): 8.4725
LUMO level (eV): 0.249
Relative energy (zero: lowest compared OMol25 entry of this formula, charge and spin) (kcal per mole): 287.2
HOMO level (eV): -8.22
SMILES string: COCCOCCOc1ccccc1.CCCCCC.CCCCCC
Max |F| (eV/A): 5.16



# 3
The following is a DFT calculation (ωB97M-V with the def2-TZVPD basis set) of a cluster of 6 separate species, C23H45FNO7S in total at a distorted geometry.

Geometry as ORCA input:
```
! RIJCOSX wB97M-V def2-TZVPD def2/J DEFGRID3
* xyz 1 1
C -10.619 -1.362 -0.721
C -9.845 -1.166 0.212
C -8.519 -0.987 1.046
N -7.292 -1.440 0.286
S -6.781 -0.372 -1.010
O -7.838 -0.164 -2.004
O -5.614 -0.904 -1.721
F -6.399 1.139 -0.435
H -11.213 -1.479 -1.673
H -8.458 0.077 1.423
H -8.633 -1.694 1.938
H -7.359 -2.419 -0.069
H -6.497 -1.460 0.984
C -2.511 -1.257 2.411
C -2.253 -2.672 1.931
C -3.588 -3.346 2.196
O -4.598 -2.330 2.058
C -3.953 -1.046 2.004
H -1.835 -0.518 1.981
H -2.420 -1.212 3.500
H -2.044 -2.666 0.857
H -1.422 -3.163 2.438
H -3.642 -3.736 3.217
H -3.791 -4.163 1.501
H -4.024 -0.680 0.971
H -4.474 -0.345 2.661
C 2.080 0.980 0.483
C 2.435 -0.161 -0.447
C 1.554 -1.279 0.074
O 0.374 -0.661 0.613
C 0.597 0.754 0.707
H 2.302 1.966 0.073
H 2.622 0.871 1.427
H 2.149 0.093 -1.473
H 3.495 -0.418 -0.443
H 2.045 -1.828 0.884
H 1.272 -1.989 -0.706
H -0.001 1.239 -0.073
H 0.259 1.115 1.681
C 6.270 -3.204 -2.718
C 6.162 -4.118 -1.514
C 6.043 -3.124 -0.374
O 5.385 -1.963 -0.902
C 5.344 -2.067 -2.333
H 5.990 -3.681 -3.658
H 7.296 -2.835 -2.813
H 5.248 -4.717 -1.584
H 7.007 -4.797 -1.400
H 7.029 -2.815 -0.012
H 5.470 -3.518 0.468
H 4.309 -2.282 -2.624
H 5.640 -1.115 -2.780
C 6.789 3.576 -3.207
C 8.031 2.809 -2.801
C 7.547 1.373 -2.859
O 6.535 1.316 -3.874
C 6.175 2.654 -4.244
H 6.995 4.574 -3.594
H 6.116 3.673 -2.349
H 8.822 2.967 -3.541
H 8.420 3.089 -1.821
H 7.088 1.070 -1.911
H 8.347 0.670 -3.099
H 6.587 2.848 -5.241
H 5.088 2.741 -4.294
C -2.706 4.229 2.863
C -3.995 4.107 2.077
C -4.287 2.622 2.182
O -3.750 2.180 3.433
C -2.916 3.217 3.973
H -2.512 5.235 3.235
H -1.860 3.927 2.237
H -4.787 4.679 2.571
H -3.917 4.455 1.046
H -3.784 2.061 1.385
H -5.357 2.401 2.142
H -3.444 3.663 4.822
H -1.980 2.786 4.332
*
```

Results
Total energy (hartree): -1982.33505
Orbital gap (eV): 5.2192
LUMO level (eV): -5.399
HOMO level (eV): -10.62
Max |F| (eV/A): 9.66



# 4
The following is a DFT calculation (ωB97M-V with the def2-TZVPD basis set) of a structure of composition C23H45HfN6O4.

Geometry as ORCA input:
```
! RIJCOSX wB97M-V def2-TZVPD def2/J DEFGRID3
* xyz 3 1
Hf 0.195 0.270 0.345
C 4.141 0.024 -0.981
C 3.048 -0.988 -0.685
C 2.202 -1.477 -1.902
C 1.651 -0.731 -3.163
C 1.256 -1.850 -4.141
C 2.587 0.234 -3.858
N 0.210 -0.056 -2.951
C -0.142 1.350 -2.472
C -1.594 1.474 -1.909
N -1.768 1.155 -0.439
C -2.720 -0.006 -0.332
C -2.056 -1.200 -0.997
O -2.574 -1.981 -1.722
O -0.722 -1.198 -0.714
C -2.225 2.353 0.414
C -2.810 1.892 1.744
C -1.151 3.451 0.604
C 0.067 3.385 1.595
C 1.071 4.438 1.131
C -0.354 3.722 3.028
N 0.709 1.991 1.664
C 2.203 1.815 1.457
C 2.710 0.343 1.558
N 2.176 -0.658 0.541
C 1.874 -1.955 1.262
C 0.689 -1.848 2.230
O 0.414 -2.672 3.024
O -0.026 -0.690 2.030
H 4.650 -0.289 -1.893
H 4.903 0.020 -0.204
H 3.765 1.033 -1.129
H 3.561 -1.904 -0.383
H 1.406 -2.133 -1.540
H 2.894 -2.172 -2.385
H 2.140 -2.425 -4.410
H 0.853 -1.440 -5.070
H 0.529 -2.541 -3.708
H 3.449 -0.332 -4.214
H 2.955 1.026 -3.213
H 2.113 0.665 -4.744
H -0.212 -0.133 -3.879
H -0.279 -0.747 -2.362
H -0.081 1.964 -3.370
H 0.227 2.591 -0.971
H -2.281 0.862 -2.497
H -1.896 2.510 -2.075
H -3.682 0.219 -0.795
H -2.882 -0.262 0.715
H -3.029 2.821 -0.161
H -2.134 1.244 2.312
H -3.759 1.376 1.624
H -3.013 2.771 2.354
H -1.724 4.316 0.946
H -0.803 3.797 -0.378
H 0.570 5.405 1.092
H 1.477 4.235 0.137
H 1.901 4.539 1.829
H -0.854 4.690 3.064
H 0.528 3.789 3.667
H -1.027 2.979 3.454
H 0.511 1.650 2.605
H 2.747 2.365 2.225
H 2.479 2.237 0.489
H 2.473 -0.048 2.547
H 3.794 0.389 1.489
H 2.761 -2.301 1.797
H 1.613 -2.717 0.526
C 3.207 4.284 -2.820
N 1.952 3.583 -2.467
C 0.763 4.298 -2.968
C 2.077 2.491 -1.783
N 0.754 1.835 -1.419
H 3.210 5.266 -2.349
H 3.250 4.407 -3.902
H 4.048 3.695 -2.473
H -0.153 3.969 -2.488
H 0.684 4.169 -4.048
H 0.892 5.360 -2.766
*
```

Results
Total energy (hartree): -1580.00333
Orbital gap (eV): 9.1017
LUMO level (eV): -9.080
Relative energy (zero: lowest compared OMol25 entry of this formula, charge and spin) (kcal per mole): 7.9
HOMO level (eV): -18.18
Max |F| (eV/A): 0.64



# 5
The following is a DFT calculation (ωB97M-V with the def2-TZVPD basis set) of a structure of composition C23H45N2PPd at a distorted geometry.

Geometry as ORCA input:
```
! RIJCOSX wB97M-V def2-TZVPD def2/J DEFGRID3
* xyz 2 1
C 4.755 -1.618 1.845
C 4.292 -2.045 0.368
C 5.035 -1.234 -0.770
C 4.168 -0.029 -1.363
C 4.855 1.387 -1.156
C 3.879 2.459 -0.493
C 3.608 2.170 1.037
C 2.073 2.320 1.453
C 1.397 0.873 1.392
P -0.497 0.974 0.868
C -0.798 -0.744 1.586
C -1.442 -1.795 0.591
C -0.306 -2.578 -0.201
N -0.958 -3.726 -0.880
C 0.098 1.388 -0.882
C -0.492 0.490 -2.045
C -1.089 1.316 -3.258
N -1.903 2.480 -2.836
C -2.352 1.308 0.456
C -3.366 1.121 1.666
C -4.401 0.060 1.223
C -5.309 0.471 0.102
C -6.323 -0.431 -0.468
C -6.398 -1.790 0.120
C -5.521 -2.218 1.254
C -4.531 -1.309 1.795
H 5.691 -1.004 1.778
H 3.926 -1.061 2.356
H 5.016 -2.514 2.475
H 3.164 -2.037 0.269
H 4.582 -3.134 0.283
H 6.018 -0.893 -0.349
H 5.260 -1.954 -1.602
H 3.110 -0.099 -0.991
H 4.146 -0.212 -2.479
H 5.177 1.797 -2.153
H 5.717 1.244 -0.449
H 2.944 2.603 -1.111
H 4.433 3.442 -0.575
H 3.992 1.151 1.342
H 4.171 2.955 1.621
H 1.970 2.708 2.498
H 1.594 3.053 0.751
H 1.964 0.161 0.733
H 1.507 0.469 2.445
H -0.579 2.077 1.795
H -1.426 -0.743 2.523
H 0.191 -1.184 1.906
H -2.237 -1.391 -0.082
H -1.946 -2.583 1.230
H 0.271 -1.919 -0.900
H 0.447 -3.020 0.521
H -0.370 -4.093 -1.632
H -1.112 -4.465 -0.191
H 1.220 1.329 -0.979
H -0.144 2.484 -1.047
H -1.273 -0.249 -1.733
H 0.356 -0.121 -2.471
H -0.307 1.583 -4.023
H -1.794 0.610 -3.800
H -2.514 2.230 -2.053
H -2.530 2.783 -3.585
H -2.416 2.399 0.152
H -2.732 0.720 -0.424
H -2.895 0.918 2.659
H -3.953 2.082 1.792
H -5.218 1.503 -0.327
H -6.999 -0.078 -1.341
H -7.139 -2.507 -0.314
H -5.607 -3.257 1.657
H -3.831 -1.571 2.628
Pd -8.314 0.491 -0.203
*
```

Results
Total energy (hartree): -1481.16957
Orbital gap (eV): 2.6742
LUMO level (eV): -10.789
HOMO level (eV): -13.46
Max |F| (eV/A): 3.88



# 6
The following is a DFT calculation (ωB97M-V with the def2-TZVPD basis set) of a cluster of 2 separate species, C23H45NO2P in total.

Geometry as ORCA input:
```
! RIJCOSX wB97M-V def2-TZVPD def2/J DEFGRID3
* xyz 1 1
C -3.772 -0.795 1.679
C -2.812 -0.026 0.775
C -1.358 0.059 1.268
C -0.874 -1.080 2.164
C 0.646 -0.961 2.401
C 1.423 -2.256 2.152
C 1.216 -2.873 0.751
C 2.451 -2.873 -0.189
C 2.160 -2.301 -1.592
C 2.478 -0.808 -1.772
C 1.199 0.003 -2.063
P 1.501 1.778 -1.998
C 0.814 2.564 -0.520
C 1.949 2.613 0.520
C 1.603 3.412 1.765
C 2.651 3.205 2.899
N 3.825 2.470 2.473
C 4.014 1.126 2.647
C 5.206 0.763 2.044
C 5.759 1.947 1.492
C 4.890 2.987 1.778
H -3.591 -1.866 1.643
H -4.790 -0.641 1.324
H -3.741 -0.450 2.709
H -3.211 0.982 0.655
H -2.804 -0.479 -0.215
H -1.191 1.007 1.786
H -0.712 0.050 0.385
H -1.389 -0.990 3.118
H -1.117 -2.041 1.719
H 1.037 -0.175 1.749
H 0.827 -0.648 3.429
H 1.098 -2.975 2.902
H 2.481 -2.057 2.323
H 0.408 -2.351 0.238
H 0.909 -3.905 0.893
H 2.746 -3.908 -0.347
H 3.306 -2.375 0.266
H 2.770 -2.853 -2.304
H 1.121 -2.507 -1.842
H 3.146 -0.688 -2.624
H 2.995 -0.394 -0.905
H 0.389 -0.267 -1.390
H 0.850 -0.223 -3.071
H 2.885 1.936 -1.904
H 1.100 2.421 -3.171
H 0.023 1.907 -0.163
H 0.399 3.539 -0.761
H 2.229 1.588 0.766
H 2.832 3.058 0.063
H 1.616 4.468 1.503
H 0.615 3.161 2.145
H 2.201 2.671 3.730
H 2.988 4.164 3.281
H 3.293 0.526 3.172
H 5.610 -0.233 2.026
H 6.694 2.034 0.968
H 4.955 4.033 1.540
O -2.528 -1.225 -3.443
C -3.722 -1.088 -3.492
O -4.327 -0.456 -2.472
C -5.707 -0.068 -2.478
C -6.617 -1.199 -2.049
C -4.548 -1.649 -4.623
H -5.985 0.342 -3.450
H -5.766 0.749 -1.761
H -6.567 -2.042 -2.737
H -7.651 -0.856 -2.003
H -6.327 -1.561 -1.062
H -4.741 -2.701 -4.418
H -3.964 -1.577 -5.537
H -5.494 -1.140 -4.785
*
```

Results
Total energy (hartree): -1449.69837
Orbital gap (eV): 8.4047
LUMO level (eV): -2.285
HOMO level (eV): -10.69
Max |F| (eV/A): 0.83